No. 1
C20H25BrI2N4O9P2Ti | wB97M-V/def2-TZVPD

Properties
⟨S²⟩	0.752
2S+1	2
energy relative to the best compared isomer or geometry (same formula, charge and spin)	79.1	kJ/mol
E_HOMO (spin up / spin down)	-10.8 / -11.1	eV
charge	+1
LUMO energy (spin up / spin down)	-2.53 / -2.61	eV
Kohn-Sham gap (spin up / spin down)	8.26 / 8.49	eV

Each line ends with the Mulliken spin population.
Positions of all 64 atoms, in Å:
Ti 0.402 -1.075 -0.652  0.941
I -2.383 -3.096 2.405  0.000
C -0.477 -3.946 2.050  -0.001
I 1.148 -2.800 2.796  0.000
H -0.337 -4.054 0.981  0.002
H -0.446 -4.895 2.568  0.000
Br 0.040 2.613 -1.127  0.002
C -0.568 1.371 -2.409  0.013
C -0.873 1.818 -3.686  -0.007
C -1.418 0.905 -4.570  0.008
C -1.644 -0.402 -4.151  -0.002
C -1.275 -0.768 -2.879  0.014
N -0.745 0.126 -2.008  -0.019
C -1.384 -2.212 -2.387  -0.003
O -1.829 -3.073 -3.100  0.001
O -0.968 -2.363 -1.152  0.028
H -0.681 2.845 -3.956  -0.001
H -1.667 1.205 -5.578  0.000
H -2.077 -1.153 -4.796  0.000
N 4.477 -1.833 -0.269  0.000
C 3.903 -1.374 -1.598  -0.005
C 4.946 -1.326 -2.695  0.000
P 2.425 -2.440 -1.897  -0.008
O 2.969 -3.625 -2.787  0.000
O 1.389 -1.578 -2.570  -0.005
O 1.966 -2.836 -0.513  0.001
P 3.161 0.308 -1.244  0.008
O 4.399 0.966 -0.435  0.000
O 2.824 1.079 -2.444  0.000
O 2.139 -0.048 -0.168  -0.004
H 5.196 -2.547 -0.395  0.000
H 3.683 -2.234 0.267  0.001
H 4.878 -1.041 0.242  0.000
H 5.336 -2.318 -2.927  0.000
H 5.771 -0.663 -2.428  0.000
H 4.475 -0.924 -3.592  0.000
H 2.308 -4.045 -3.352  0.000
H 4.617 1.837 -0.780  0.000
C -1.929 3.575 3.082  0.000
N -1.165 2.342 2.947  0.002
N -1.511 1.382 2.025  0.002
C -0.420 0.616 1.763  0.005
O -0.466 -0.385 0.978  0.026
C 0.645 1.122 2.534  0.001
C 0.151 2.201 3.223  -0.001
C 0.839 3.156 4.131  0.000
C -2.869 1.059 1.730  0.001
C -3.228 0.757 0.428  0.000
C -4.539 0.393 0.160  0.000
C -5.479 0.351 1.178  0.000
C -5.105 0.656 2.480  0.000
C -3.794 0.999 2.766  0.000
H -2.885 3.455 2.584  0.000
H -1.392 4.405 2.624  0.000
H -2.104 3.783 4.136  0.000
H 1.642 0.724 2.560  0.000
H 1.833 2.785 4.368  0.000
H 0.284 3.282 5.060  0.000
H 0.943 4.137 3.664  0.000
H -2.487 0.784 -0.357  0.000
H -4.824 0.143 -0.853  0.000
H -6.501 0.075 0.960  0.000
H -5.830 0.608 3.281  0.000
H -3.484 1.192 3.785  0.000

---

No. 2
C20H25ClInN5OS2 | wB97M-V/def2-TZVPD

Properties
2S+1	1
energy relative to the best compared isomer or geometry (same formula, charge and spin)	41.0	kJ/mol
E_HOMO	-7.2	eV
charge	0
LUMO energy	0.28	eV
Kohn-Sham gap	7.49	eV

Each line ends with the Löwdin charge.
Positions of all 55 atoms, in Å:
In -0.288 0.822 -0.001  0.500
N -2.680 1.086 3.796  0.050
C -1.781 0.717 2.834  -0.855
S -2.484 0.300 1.288  0.664
N -0.532 0.720 3.163  -0.006
N 0.350 0.425 2.131  -0.092
C 1.490 -0.031 2.519  -0.063
C 2.601 -0.410 1.687  -0.148
C 3.647 -1.096 2.331  -0.060
C 4.763 -1.524 1.653  -0.110
C 4.855 -1.245 0.286  -0.091
C 3.861 -0.562 -0.369  -0.012
C 2.697 -0.118 0.301  -0.367
O 1.809 0.546 -0.367  -0.185
H -3.639 0.828 3.651  0.066
H -2.334 1.082 4.743  0.092
H 1.622 -0.161 3.594  0.128
H 3.552 -1.286 3.393  0.106
H 5.554 -2.055 2.164  0.093
H 5.727 -1.566 -0.270  0.101
H 3.940 -0.334 -1.423  0.115
Cl -0.100 1.875 -3.179  0.715
C 0.968 3.045 -2.439  -0.597
C 2.051 3.488 -3.171  -0.106
C 2.927 4.391 -2.587  -0.090
C 2.695 4.827 -1.292  -0.084
C 1.597 4.367 -0.587  -0.040
C 0.695 3.458 -1.139  -0.349
C -0.454 2.928 -0.357  -0.227
H 2.202 3.123 -4.176  0.102
H 3.782 4.748 -3.145  0.100
H 3.373 5.531 -0.828  0.102
H 1.423 4.716 0.424  0.114
H -1.399 3.113 -0.873  0.051
H -0.500 3.398 0.625  0.059
C -0.983 -3.805 0.699  -0.082
N -2.049 -3.288 -0.141  -0.203
C -2.958 -4.325 -0.611  -0.039
C -1.869 -2.133 -0.815  -0.731
S -0.284 -1.543 -1.085  0.785
N -2.949 -1.474 -1.275  -0.215
C -2.810 -0.388 -2.229  -0.099
C -4.260 -1.559 -0.644  -0.090
H -1.432 -4.467 1.438  0.094
H -0.485 -2.984 1.206  0.072
H -0.248 -4.365 0.115  0.093
H -2.369 -5.156 -1.007  0.098
H -3.598 -3.959 -1.400  0.080
H -3.575 -4.697 0.207  0.097
H -1.959 -0.566 -2.880  0.054
H -2.673 0.574 -1.720  0.062
H -3.726 -0.335 -2.817  0.101
H -4.164 -2.039 0.326  0.080
H -4.981 -2.094 -1.265  0.093
H -4.620 -0.542 -0.484  0.075

---

No. 3
C20H25ClN2O4S2 | wB97M-V/def2-TZVPD

Properties
SMILES string	CCOc1ccc(N(CC(=O)NCCSCc2ccc(Cl)cc2)S(C)(=O)=O)cc1
2S+1	1
energy relative to the best compared isomer or geometry (same formula, charge and spin)	10.5	kJ/mol
E_HOMO	-8.3	eV
charge	0
LUMO energy	0.52	eV
Kohn-Sham gap	8.83	eV

Each line ends with the Löwdin charge.
Positions of all 54 atoms, in Å:
C 6.778 3.915 -1.125  -0.065
C 5.422 3.299 -0.819  -0.265
O 5.649 2.043 -0.209  -0.051
C 4.582 1.301 0.186  -0.270
C 3.249 1.654 0.019  -0.003
C 2.238 0.811 0.453  0.003
C 2.535 -0.395 1.077  -0.262
N 1.524 -1.260 1.538  -0.172
C 0.188 -0.761 1.777  -0.082
C -0.676 -0.637 0.514  -0.465
O -1.018 0.437 0.056  0.042
N -0.993 -1.820 -0.041  0.063
C -1.881 -1.909 -1.177  -0.232
C -3.322 -2.163 -0.739  -0.461
S -4.484 -1.978 -2.123  0.866
C -4.581 -0.143 -2.226  -0.414
C -5.126 0.437 -0.966  -0.314
C -4.281 1.027 -0.032  -0.045
C -4.785 1.529 1.155  -0.094
C -6.143 1.437 1.412  -0.678
Cl -6.779 2.064 2.893  0.664
C -7.000 0.847 0.495  -0.100
C -6.486 0.347 -0.686  -0.043
S 1.737 -2.905 1.371  0.651
C 2.181 -3.117 -0.372  -0.090
O 2.819 -3.372 2.177  -0.278
O 0.451 -3.515 1.593  -0.308
C 3.874 -0.745 1.255  -0.030
C 4.878 0.086 0.810  0.014
H 6.646 4.885 -1.596  0.076
H 7.338 3.266 -1.792  0.077
H 7.344 4.038 -0.206  0.078
H 4.846 3.170 -1.746  0.126
H 4.853 3.950 -0.141  0.126
H 2.973 2.583 -0.453  0.107
H 1.216 1.116 0.297  0.098
H -0.293 -1.460 2.465  0.129
H 0.260 0.221 2.251  0.144
H -0.751 -2.665 0.468  0.097
H -1.547 -2.708 -1.843  0.120
H -1.817 -0.952 -1.704  0.106
H -3.446 -3.181 -0.374  0.076
H -3.619 -1.460 0.041  0.071
H -3.585 0.235 -2.450  0.075
H -5.241 0.034 -3.073  0.078
H -3.220 1.101 -0.225  0.095
H -4.126 1.986 1.876  0.106
H -8.055 0.779 0.708  0.104
H -7.144 -0.125 -1.400  0.117
H 1.408 -2.657 -0.974  0.058
H 3.140 -2.646 -0.537  0.061
H 2.239 -4.181 -0.563  0.072
H 4.118 -1.666 1.757  0.098
H 5.913 -0.180 0.948  0.122

---

No. 4
C20H25ClN2OSn | wB97M-V/def2-TZVPD

Properties
2S+1	1
energy relative to the best compared isomer or geometry (same formula, charge and spin)	47.9	kJ/mol
E_HOMO	-15.2	eV
charge	+2
LUMO energy	-10.53	eV
Kohn-Sham gap	4.68	eV

Each line ends with the Löwdin charge.
Positions of all 50 atoms, in Å:
C 0.262 0.808 -6.602  -0.864
C 1.635 1.365 -6.989  -0.113
C 0.037 -0.529 -7.317  -0.110
C -0.828 1.797 -7.026  -0.112
Cl 0.192 0.559 -4.727  0.473
H 0.079 -0.390 -8.404  0.100
H -0.946 -0.948 -7.084  0.082
H 0.808 -1.258 -7.056  0.082
H 1.692 1.521 -8.073  0.100
H 2.437 0.673 -6.718  0.082
H 1.820 2.331 -6.512  0.082
H -0.796 1.959 -8.110  0.100
H -0.689 2.771 -6.549  0.082
H -1.826 1.419 -6.785  0.082
C 2.023 -1.484 1.065  -0.101
C 1.305 -2.339 0.199  -0.069
C 1.412 -1.837 -1.124  -0.168
H 0.847 -3.285 0.492  0.137
C 2.235 -0.639 -1.072  -0.201
C 2.583 -0.430 0.312  -0.155
H 3.252 0.341 0.692  0.131
H 2.192 -1.664 2.126  0.127
H 1.083 -2.328 -2.036  0.130
H 2.633 -0.106 -1.929  0.127
C -2.288 1.168 0.568  -0.153
C -2.395 -0.041 1.285  -0.102
C -2.404 -1.120 0.373  -0.070
H -2.542 -0.129 2.361  0.128
C -2.312 -0.600 -0.945  -0.167
C -2.256 0.850 -0.839  -0.197
H -2.341 1.550 -1.662  0.129
H -2.335 2.170 0.992  0.131
H -2.570 -2.165 0.640  0.137
H -2.425 -1.154 -1.872  0.130
Sn 0.083 0.323 -0.608  1.696
N 1.730 4.169 5.481  0.193
C 1.513 3.761 4.199  -0.478
O 1.716 4.512 3.247  0.068
C 1.014 2.361 4.011  -0.077
C 0.754 1.450 5.051  0.036
C 0.300 0.176 4.716  -0.003
C 0.115 -0.161 3.362  -0.142
N 0.357 0.701 2.366  0.031
C 0.794 1.934 2.681  -0.042
H 2.074 5.101 5.628  0.129
H 1.597 3.583 6.291  0.097
H 0.902 1.723 6.095  0.125
H 0.081 -0.575 5.468  0.125
H -0.240 -1.160 3.089  0.122
H 0.980 2.613 1.841  0.128